(1)
A structure of composition C25H54MgN5O11, computed with the ωB97M-V functional and the def2-TZVPD basis.

* HOMO energy: -10.514 eV
* charge: +1
* electronic energy: -2285.985992 Ha
* multiplicity: 1

CARTESIAN COORDINATES (ANGSTROEM)
Mg1 -2.655813 1.463622 -3.342608
C1 0.189497 1.603235 1.823864
C2 -0.578710 1.543613 0.533977
O1 -0.070975 1.157885 -0.525623
O2 -1.756703 1.899303 0.446000
H1 -0.226827 0.833456 2.473648
H2 0.240491 2.535959 2.385571
H3 1.193668 1.250015 1.589405
C3 -7.224347 -1.488035 5.451855
O3 -8.406784 -1.044166 5.305106
N1 -6.268256 -1.320575 4.518613
C4 -6.521191 -0.733166 3.202901
C5 -4.878766 -1.660441 4.844961
H4 -6.822817 -2.051389 6.308369
H5 -6.315207 0.335674 3.145935
H6 -7.478804 -1.101656 2.835080
H7 -5.734965 -1.018922 2.504114
H8 -4.479219 -2.436967 4.192682
H9 -4.213729 -0.801393 4.756336
H10 -4.759790 -2.041621 5.859178
C6 1.015734 -6.741901 -0.593382
O4 -0.085086 -6.393929 -1.069131
N2 1.751380 -5.831022 -0.022386
C7 2.945296 -6.309408 0.528368
C8 1.429123 -4.406098 0.090137
H11 1.423618 -7.764324 -0.614941
H12 2.784576 -6.674097 1.542895
H13 3.803539 -5.638481 0.565600
H14 3.380955 -7.127602 -0.045101
H15 0.478564 -4.282510 -0.428771
H16 1.195892 -4.004321 1.076185
H17 2.082529 -3.701176 -0.423900
C9 -5.134159 -3.606917 -3.886738
O5 -4.519837 -2.510404 -3.853578
N3 -5.620384 -4.182895 -4.986482
C10 -5.515415 -3.589276 -6.310811
C11 -6.342829 -5.458304 -5.031586
H18 -5.296240 -4.293097 -3.041111
H19 -5.457254 -4.343057 -7.096002
H20 -4.641600 -2.979813 -6.541262
H21 -6.296593 -2.831098 -6.365844
H22 -5.977924 -6.148902 -5.791856
H23 -6.208733 -6.004590 -4.097937
H24 -7.429651 -5.392276 -5.082219
C12 -0.083428 -0.969404 -7.738411
O6 -0.664676 -0.501411 -6.782674
N4 0.263018 -2.238399 -7.992451
C13 0.836555 -2.741022 -9.228253
C14 -0.064958 -3.274038 -7.040723
H25 0.104405 -0.394828 -8.658617
H26 1.722533 -3.328867 -8.988280
H27 1.142666 -1.986024 -9.952400
H28 0.124832 -3.352661 -9.782732
H29 0.606033 -4.132326 -7.075620
H30 -0.280644 -2.869637 -6.051770
H31 -0.960889 -3.697223 -7.494931
C15 -5.884076 3.139730 8.448941
O7 -4.861751 2.464021 8.461355
N5 -6.062505 4.126557 7.589317
C16 -7.209294 4.973351 7.594250
C17 -5.226962 4.493382 6.422218
H32 -6.699044 3.143362 9.189215
H33 -7.743083 5.035199 6.645908
H34 -6.864101 5.990199 7.781260
H35 -7.984631 4.751007 8.327415
H36 -5.098762 5.575472 6.449076
H37 -4.269699 3.972956 6.452388
H38 -5.670792 4.321994 5.441531
O8 5.272893 7.604585 -2.332784
C18 5.699352 7.482312 -1.219457
O9 7.015408 7.425981 -0.816084
C19 8.054271 7.281537 -1.738576
C20 9.416674 7.154865 -1.065499
C21 4.730235 7.522600 -0.067196
H39 8.141074 8.240181 -2.250016
H40 7.892668 6.547724 -2.528195
H41 9.606981 8.147721 -0.657922
H42 10.133091 6.843411 -1.825662
H43 9.348119 6.412975 -0.269882
H44 3.960818 6.750611 -0.077832
H45 4.323964 8.518933 -0.241469
H46 5.327953 7.581787 0.842388
O10 7.933602 1.520762 1.227549
C22 7.164925 0.686096 0.887087
O11 6.763243 -0.367578 1.552431
C23 7.116301 -0.431762 2.895164
C24 6.382259 -1.574736 3.645085
C25 6.569547 0.713560 -0.455979
H47 6.916255 0.507395 3.410982
H48 8.193920 -0.589934 2.937727
H49 6.779645 -1.664270 4.656112
H50 6.460824 -2.573898 3.216600
H51 5.346102 -1.245221 3.721836
H52 7.111834 1.503605 -0.975445
H53 5.531804 0.994014 -0.275597
H54 6.639236 -0.203577 -1.040882

Force components x, y, z for each atom (eV/Å):
Mg 0.39 -0.34 0.70
C 0.22 -0.94 0.10
C 1.69 0.48 0.71
O 0.49 -0.54 -1.02
O -2.39 0.57 -0.42
H -0.17 0.08 0.20
H -0.34 0.08 -0.43
H 0.12 0.22 -0.05
C -3.23 1.70 -1.16
O 3.42 -1.64 0.73
N 1.28 -0.12 -0.13
C 0.75 -0.35 0.09
C 0.01 -0.13 -0.17
H -0.54 0.18 0.19
H -1.05 0.40 0.57
H -0.02 0.65 0.04
H 0.04 -0.98 0.08
H -0.16 -0.05 -0.25
H -0.14 0.22 -0.01
H -0.37 0.14 0.04
C -4.37 1.16 -1.99
O 1.09 -1.69 0.17
N 2.17 2.21 0.90
C 2.46 -0.87 1.34
C -1.71 -0.03 -0.90
H -0.13 0.17 -0.02
H 0.19 -0.04 0.23
H -0.46 0.69 -0.04
H -0.39 -0.26 -0.09
H -0.05 -0.17 -0.12
H 0.54 -0.61 0.43
H 0.66 -0.54 0.08
C 1.19 1.12 -0.11
O -1.29 -1.89 0.05
N 0.03 -0.81 -1.66
C 0.35 1.33 -0.08
C 0.08 -0.59 1.53
H 0.15 0.54 0.42
H -0.84 -0.02 0.20
H 0.54 -0.16 0.97
H -0.53 -0.43 -0.78
H 0.10 0.45 -0.22
H 0.32 0.14 0.23
H -0.01 0.56 -0.52
C -0.10 -0.02 -2.21
O -0.06 -0.09 1.00
N 0.83 -0.11 0.86
C 0.16 0.26 -0.35
C -1.13 -0.55 -0.73
H 0.25 0.56 0.17
H -0.06 -0.09 -0.07
H -0.06 0.45 0.45
H -0.13 -0.28 0.24
H 0.58 0.50 0.37
H 0.22 -0.17 -0.19
H -0.61 -0.32 0.66
C 1.84 -0.38 0.36
O -0.91 -0.29 0.32
N -0.72 1.34 -2.83
C -1.01 1.12 0.41
C 0.55 -0.39 0.83
H 0.09 -0.56 0.14
H 0.20 -0.41 -0.30
H -0.14 0.24 0.17
H 0.37 -0.36 0.26
H 0.36 0.03 0.22
H -0.09 0.14 0.19
H -0.54 -0.51 0.21
O 1.07 -0.32 -0.70
C 0.05 -0.18 0.26
O -1.83 -0.75 0.70
C 1.13 1.34 -1.69
C -1.29 -0.27 0.29
C 1.35 0.90 0.31
H -0.29 0.04 -0.54
H -0.42 -0.36 0.39
H 0.60 -0.28 0.17
H 0.15 0.21 0.23
H 0.34 0.00 0.05
H 0.27 0.14 -0.10
H -0.65 -0.12 0.37
H -0.48 -0.36 0.26
O 1.05 1.05 1.62
C 0.20 -0.53 -1.85
O -1.29 -0.93 0.26
C 1.03 -1.19 2.00
C 0.07 0.97 -0.36
C -0.23 0.60 -0.96
H -0.08 0.10 -0.15
H 0.12 0.04 0.16
H 0.05 0.25 0.01
H -0.02 0.25 -0.40
H -0.19 -0.48 0.05
H -0.41 -0.01 -0.21
H -0.18 -0.03 -0.54
H -0.14 -0.10 0.36

(2)
A structure of composition C19H14AuN5O10, computed with the ωB97M-V functional and the def2-TZVPD basis.

* HOMO energy: -8.852 eV
* electronic energy: -1894.256015 Ha
* multiplicity: 1

CARTESIAN COORDINATES (ANGSTROEM)
Au1 -0.286122 -0.399511 0.292871
O1 4.896308 -1.868881 3.149097
C1 3.807168 -1.552343 2.437295
C2 3.874865 -0.925217 1.191335
C3 2.703038 -0.631674 0.533279
N1 1.537300 -0.903983 1.098082
C4 1.446007 -1.578541 2.251386
C5 2.560176 -1.921134 2.960232
C6 0.041387 -2.070900 2.562271
O2 -0.212548 -2.610432 3.606339
O3 -0.785917 -1.938318 1.550556
C7 2.673649 -0.178915 -0.998109
O4 3.669230 0.434955 -1.350136
O5 1.653791 -0.610917 -1.564094
H1 5.696724 -1.580927 2.693745
H2 4.817070 -0.692184 0.711818
H3 2.471740 -2.479727 3.880823
O6 -1.221219 1.951107 -2.293232
C8 -0.917777 2.081733 -1.123895
O7 0.072543 1.476367 -0.522660
C9 -1.775475 2.975209 -0.241689
C10 -1.465794 3.147729 1.102127
C11 -2.365913 3.777796 1.945535
C12 -3.549835 4.254080 1.412907
C13 -3.847746 4.154531 0.063515
C14 -2.953935 3.499414 -0.764049
N2 -4.543111 4.853709 2.308409
O8 -4.548331 4.478627 3.465057
O9 -5.304745 5.675028 1.840991
H4 -0.535196 2.756000 1.486774
H5 -2.167004 3.888052 3.001856
H6 -4.773645 4.568354 -0.310208
H7 -3.160591 3.372094 -1.817618
C15 -5.116839 0.607989 1.951385
N3 -4.375321 0.291534 0.733215
C16 -4.983753 0.039453 -0.445280
C17 -4.294743 -0.282263 -1.561646
C18 -2.880027 -0.398497 -1.460747
N4 -2.289577 -0.161854 -0.287152
C19 -2.988282 0.251899 0.841812
O10 -2.438427 0.586017 1.865112
N5 -2.133018 -0.773201 -2.492635
H8 -6.173713 0.681866 1.711383
H9 -4.759299 1.547352 2.367279
H10 -4.955676 -0.171969 2.693438
H11 -6.061679 0.125649 -0.450255
H12 -4.796412 -0.466955 -2.497579
H13 -2.538717 -0.753528 -3.412313
H14 -1.132567 -0.616604 -2.441789

Force components x, y, z for each atom (eV/Å):
Au -0.21 -0.45 0.35
O 0.04 -0.07 0.12
C -0.03 0.18 -0.34
C 0.02 -0.22 0.51
C -0.05 0.35 -1.02
N -0.52 0.48 -0.29
C -0.46 -0.08 0.02
C 0.09 -0.01 0.13
C 0.96 0.00 0.57
O -0.25 0.00 -0.28
O -0.35 0.68 -0.98
C 0.19 -0.14 0.84
O 0.01 0.01 -0.24
O -0.20 -0.04 -0.31
H -0.04 0.01 -0.03
H -0.04 0.06 -0.07
H -0.03 0.00 -0.01
O 0.19 -0.11 0.08
C -0.68 0.44 -0.31
O 0.43 -0.90 0.58
C 0.29 -0.15 0.04
C -0.04 0.14 -0.08
C 0.00 0.09 0.10
C 0.24 -0.17 -0.20
C -0.13 0.07 0.00
C 0.00 0.00 0.03
N -0.06 0.12 0.13
O 0.03 0.00 0.01
O -0.04 -0.04 -0.06
H -0.04 -0.03 0.00
H -0.03 -0.02 0.00
H 0.01 0.01 0.00
H 0.00 -0.02 -0.01
C 0.03 0.09 0.11
N -0.01 -0.12 -0.13
C 0.02 0.05 -0.04
C -0.01 -0.01 0.00
C 0.18 -0.14 -0.15
N 0.61 0.03 0.91
C -0.24 0.18 0.05
O -0.04 -0.33 -0.02
N 0.10 0.06 0.15
H 0.00 -0.01 -0.03
H -0.02 0.03 -0.03
H -0.01 -0.01 -0.02
H 0.00 -0.01 0.03
H 0.00 0.00 0.00
H 0.01 -0.03 -0.01
H 0.08 0.01 -0.11

(3)
A cluster of 2 separate species, H2N6O in total, computed with the ωB97M-V functional and the def2-TZVPD basis.

* HOMO energy: -9.283 eV
* electronic energy: -404.727424 Ha
* multiplicity: 1

CARTESIAN COORDINATES (ANGSTROEM)
N1 0.613785 2.881426 0.882838
N2 0.889516 1.820219 1.057511
N3 -0.652360 -1.227915 -1.019380
N4 -0.895079 -0.738657 -2.137193
N5 0.934146 0.622726 1.017828
N6 -1.083016 -1.211132 0.083976
O1 -1.167851 -1.979610 1.033291
H1 -0.120546 -0.448120 -2.737620
H2 1.481405 0.281063 1.818750

Force components x, y, z for each atom (eV/Å):
N 0.21 1.85 0.09
N -1.07 1.56 -0.51
N 1.05 1.15 -2.44
N -1.36 -0.62 -0.36
N 1.20 -3.19 0.86
N -0.18 -0.44 2.73
O -0.22 0.20 -0.96
H 0.61 -0.38 1.00
H -0.24 -0.13 -0.40

(4)
A structure of composition C25H46BaClO5PSSi, computed with the ωB97M-V functional and the def2-TZVPD basis.

* HOMO energy: -7.995 eV
* electronic energy: -2871.458239 Ha
* multiplicity: 1

CARTESIAN COORDINATES (ANGSTROEM)
Ba1 -0.218454 -0.458994 -0.241497
C1 -2.225691 2.411018 2.836741
C2 -2.540794 0.949147 2.577410
C3 -3.223875 0.313049 3.773559
C4 -3.392795 0.792437 1.328017
O1 -1.304544 0.261314 2.267387
Si1 -0.070120 -0.326901 3.269825
S1 1.466710 -0.848751 2.014429
O2 0.170883 0.899578 4.335697
C5 0.822688 0.958024 5.617562
C6 1.326074 2.382636 5.750159
C7 1.976097 -0.033705 5.676488
C8 -0.214623 0.640305 6.682149
O3 -0.690341 -1.541573 4.191299
C9 -0.908268 -2.949281 3.975881
C10 0.401344 -3.683693 4.209711
C11 -1.947361 -3.356275 5.002959
C12 -1.422746 -3.195017 2.562969
H1 -3.156555 2.968565 2.972354
H2 -1.690682 2.839302 1.985849
H3 -1.605505 2.529784 3.724139
H4 -4.155733 0.844878 3.982374
H5 -2.594087 0.358605 4.662900
H6 -3.459310 -0.733685 3.577730
H7 -4.376518 1.249973 1.453112
H8 -3.544110 -0.265392 1.097775
H9 -2.918758 1.279696 0.469850
H10 2.047742 2.599610 4.961069
H11 1.808879 2.539201 6.718300
H12 0.493569 3.082876 5.660055
H13 2.671633 0.125154 4.850851
H14 1.616913 -1.065028 5.625000
H15 2.512284 0.091991 6.621652
H16 -1.018129 1.381045 6.664825
H17 0.238080 0.651570 7.677468
H18 -0.645738 -0.346615 6.507950
H19 0.738514 -3.535370 5.238217
H20 1.169622 -3.311429 3.531425
H21 0.269285 -4.756643 4.043375
H22 -1.601184 -3.098250 6.005102
H23 -2.130033 -4.432705 4.963412
H24 -2.891748 -2.838984 4.821156
H25 -0.640581 -3.014732 1.825024
H26 -2.278730 -2.548198 2.351127
H27 -1.753191 -4.231457 2.452204
Cl1 -4.884778 -7.195061 -3.085242
C13 -3.890298 -5.851470 -2.598361
C14 -4.121770 -4.604452 -3.157575
C15 -3.324482 -3.539557 -2.768547
C16 -2.308517 -3.730786 -1.839463
C17 -2.092611 -4.988776 -1.288538
C18 -2.888955 -6.059637 -1.663437
C19 -1.447257 -2.587684 -1.428301
O4 -1.740818 -1.415264 -1.830733
O5 -0.454612 -2.815017 -0.664949
H28 -4.914930 -4.480874 -3.881720
H29 -3.485234 -2.552003 -3.179220
H30 -1.296734 -5.114190 -0.566524
H31 -2.743343 -7.044680 -1.242351
C20 3.727446 -3.076020 -2.919715
C21 2.641698 -2.454837 -2.044271
P1 2.113010 -0.740892 -2.476111
C22 3.713796 0.150319 -2.521307
C23 3.580920 1.671428 -2.587063
C24 1.629826 -0.921628 -4.236690
C25 0.849526 0.267051 -4.796996
H32 3.956051 -4.090901 -2.590111
H33 4.657660 -2.507084 -2.883072
H34 3.418359 -3.136901 -3.964838
H35 2.959304 -2.423538 -0.997049
H36 1.739782 -3.071838 -2.039742
H37 4.312885 -0.224677 -3.354549
H38 4.240801 -0.136953 -1.606812
H39 3.135125 2.001697 -3.526413
H40 4.555979 2.152902 -2.503278
H41 2.958723 2.054373 -1.776129
H42 1.008619 -1.821183 -4.285611
H43 2.517944 -1.127212 -4.839513
H44 -0.042424 0.472797 -4.202633
H45 0.519692 0.070621 -5.818177
H46 1.447952 1.179006 -4.818642

Force components x, y, z for each atom (eV/Å):
Ba 0.28 2.42 0.98
C -0.12 0.22 0.00
C 0.43 -0.22 -0.06
C -0.15 0.01 0.15
C -0.18 0.00 -0.09
O 0.26 -0.13 -0.10
Si -0.32 0.09 0.21
S 0.69 -0.12 0.84
O -0.03 0.00 -0.13
C -0.12 -0.25 -0.35
C 0.10 0.14 0.07
C 0.13 -0.05 0.13
C -0.09 0.00 0.19
O 0.01 -0.10 0.04
C 0.09 0.39 -0.11
C 0.07 -0.14 0.03
C -0.14 -0.08 0.11
C -0.06 -0.10 -0.05
H 0.05 0.02 0.01
H -0.01 -0.01 0.01
H -0.01 -0.07 -0.02
H 0.02 -0.03 0.00
H 0.02 0.02 -0.06
H 0.01 0.00 -0.02
H 0.05 0.01 0.03
H 0.03 0.02 0.00
H 0.01 -0.01 0.02
H -0.01 -0.01 0.01
H -0.03 -0.02 -0.04
H 0.01 -0.01 0.00
H -0.03 0.04 0.02
H -0.03 0.08 -0.02
H 0.01 -0.03 -0.06
H 0.02 -0.02 -0.02
H -0.01 0.02 -0.04
H 0.03 0.02 -0.03
H -0.01 0.01 -0.02
H -0.02 -0.01 0.00
H 0.01 0.04 0.01
H 0.00 -0.01 -0.01
H 0.01 0.03 0.00
H 0.03 0.00 0.00
H -0.01 0.02 0.02
H 0.02 0.00 0.02
H 0.03 0.02 0.02
Cl 0.03 0.06 0.02
C -0.07 -0.09 -0.04
C 0.04 0.02 0.03
C -0.07 -0.08 -0.01
C -0.05 -0.08 -0.04
C -0.05 -0.07 -0.05
C 0.03 0.06 0.02
C 0.10 -0.04 -0.06
O -0.70 -1.08 -0.70
O -0.61 -0.82 -0.67
H 0.01 0.02 0.00
H 0.03 0.00 0.01
H -0.01 0.01 -0.01
H 0.02 0.01 0.00
C 0.03 -0.03 -0.04
C 0.07 0.01 0.01
P 0.07 -0.16 0.02
C 0.14 0.05 -0.03
C 0.00 0.04 -0.03
C -0.01 -0.04 -0.15
C -0.01 0.05 -0.03
H -0.02 0.02 0.02
H -0.02 0.01 0.03
H -0.01 0.00 0.03
H 0.03 0.04 -0.01
H -0.02 0.03 -0.06
H 0.02 0.05 -0.02
H -0.03 0.02 0.03
H 0.01 -0.03 0.01
H 0.01 -0.03 -0.02
H 0.00 -0.05 0.02
H -0.02 0.01 0.03
H -0.01 0.04 -0.04
H 0.01 -0.05 0.04
H 0.03 -0.02 0.01
H 0.02 -0.03 0.01

no.,maximum force (eV/Å)
1,4.9
2,1.2
3,3.5
4,2.6